# C13H40N4O7

A 7-piece molecular cluster, C13H40N4O7 overall (wB97M-V/def2-TZVPD, OMol25).

```
64
Properties=species:S:1:pos:R:3:lowdin_charge:R:1
N -0.6301 2.6457 5.4822 0.1499
C 0.5614 3.1491 5.0516 -0.6868
N 1.5624 3.1003 5.9862 0.1483
O 0.7135 3.7029 3.9775 0.0229
H -0.6717 2.1871 6.3743 0.0916
H -1.4700 2.8047 4.9612 0.1034
H 1.3614 2.8290 6.9299 0.0913
H 2.3961 3.5790 5.7039 0.1050
N -1.6308 0.3103 0.4679 0.1956
C -0.5771 1.1573 0.6812 -0.6282
N -0.2386 1.3231 1.9868 0.1796
O 0.0686 1.6524 -0.2334 0.0168
H -2.1932 -0.0316 1.2279 0.0746
H -1.7828 -0.0167 -0.4738 0.0683
H -0.8190 0.9588 2.7180 0.0869
H 0.4919 1.9938 2.1589 0.0866
C 0.9315 -2.2997 -2.8072 -0.0444
C -0.0708 -1.3312 -3.4449 -0.4653
C -1.1371 -1.9681 -4.2879 -0.0639
O -0.6578 -0.5410 -2.3864 -0.0774
H 1.8669 -1.7617 -2.6472 0.0629
H 1.1356 -3.1796 -3.4234 0.0752
H 0.5905 -2.6692 -1.8385 0.0794
H 0.5227 -0.6194 -4.0314 0.1313
H -0.7162 -2.6707 -5.0103 0.0799
H -1.7471 -1.3160 -4.9143 0.0790
H -1.7961 -2.5091 -3.6031 0.0748
H 0.0960 -0.0980 -1.9812 0.0397
C 3.3103 0.5971 1.2152 -0.0833
C 3.5090 -0.6325 0.3735 -0.3042
O 4.9172 -0.9374 0.3589 -0.0922
H 2.3001 0.9940 1.0869 0.0439
H 3.9813 1.3996 0.9043 0.0793
H 3.4105 0.4664 2.2942 0.0750
H 3.1765 -0.4368 -0.6470 0.0814
H 2.9710 -1.4820 0.8064 0.1098
H 5.0801 -1.5297 -0.3799 0.0721
C -2.1437 -3.1187 1.7201 -0.0745
C -2.0524 -2.1840 2.9131 -0.3320
O -3.2207 -1.3833 3.0773 -0.0826
H -2.8464 -3.9247 1.9341 0.0755
H -1.1613 -3.5749 1.5810 0.0784
H -2.4049 -2.5537 0.8300 0.0573
H -1.2588 -1.4509 2.7051 0.0839
H -1.6864 -2.6695 3.8207 0.1138
H -3.7222 -1.6722 3.8436 0.0822
C 4.1108 1.4611 -3.1075 -0.0826
C 2.8905 2.0582 -2.4373 -0.3129
O 1.9585 1.0382 -2.1483 -0.1111
H 4.8803 2.2291 -3.2040 0.0748
H 3.9350 1.0121 -4.0836 0.0726
H 4.5243 0.6782 -2.4628 0.0643
H 2.4746 2.8176 -3.1131 0.1124
H 3.1934 2.5664 -1.5167 0.1121
H 1.2773 1.3914 -1.5568 0.0312
C -4.0321 -1.1008 -2.2891 -0.0870
C -4.2378 0.3735 -2.0598 -0.3077
O -4.8332 0.5968 -0.7685 -0.0947
H -4.9981 -1.6080 -2.3916 0.0797
H -3.4301 -1.5292 -1.4940 0.0631
H -3.5960 -1.2844 -3.2702 0.0518
H -4.8536 0.8848 -2.8000 0.1093
H -3.2478 0.8447 -2.0411 0.0989
H -4.3355 1.2818 -0.3175 0.0646
```

**Net charge**: 0
**E**: -34423.806 eV
**Lowest unoccupied orbital energy**: 0.21 eV
**SMILES**: NC(N)=O.NC(N)=O.CC(C)O.CCO.CCO.CCO.CCO
**Highest occupied orbital energy**: -9.63 eV
**Frontier orbital gap**: 9.8 eV
**2S+1**: 1
**ΔE to the lowest compared entry with this formula, charge and spin**: 0.000 eV
**Molecular weight**: 364.5 g/mol